# 1
C4H5IN2 | wB97M-V/def2-TZVPD

Its HOMO energy is -9.88 eV. The LUMO energy comes out at -0.16 eV. The SMILES is C=N[C@](C)(I)C#N. The HOMO-LUMO gap is 9.72 eV.

Geometry as ORCA input:
```
! wB97M-V def2-TZVPD RIJCOSX def2/J DEFGRID3
* xyz 0 1
C 0.414 0.687 -1.879
N -0.445 -0.038 -1.362
C -1.033 0.309 -0.050
C -0.280 -0.617 1.258
I -3.149 -0.172 0.019
C -0.956 1.731 0.382
N -1.054 2.782 0.804
H 0.852 0.329 -2.890
H 0.520 1.725 -1.478
H -0.756 -0.266 2.193
H -0.598 -1.689 0.996
H 0.741 -0.497 1.077
*
```

***

# 2
C4H5IN2O | wB97M-V/def2-TZVPD

Its HOMO energy (spin up / spin down) is -8.25 / -7.78 eV. The LUMO energy (spin up / spin down) comes out at -0.48 / -0.60 eV. The HOMO-LUMO gap (spin up / spin down) is 7.76 / 7.18 eV.

Geometry as ORCA input:
```
! wB97M-V def2-TZVPD RIJCOSX def2/J DEFGRID3
* xyz 0 1
C 1.142 -1.268 0.099
C 0.942 -0.465 2.063
C 0.428 -0.071 0.090
C -0.148 0.548 -1.010
N 0.255 0.348 1.364
N -2.111 -0.620 -1.208
O 1.457 -1.458 1.392
I -2.502 -0.904 0.788
H 1.428 -2.019 -0.649
H 1.085 -0.526 3.073
H -0.678 1.464 -0.967
H 0.055 0.130 -1.904
H -2.779 0.119 -1.604
*
```

***

# 3
C4H5IN2O | wB97M-V/def2-TZVPD

Its HOMO energy (spin up / spin down) is -8.05 / -7.31 eV. The LUMO energy (spin up / spin down) comes out at -0.16 / -0.77 eV. The HOMO-LUMO gap (spin up / spin down) is 7.89 / 6.54 eV.

Geometry as ORCA input:
```
! wB97M-V def2-TZVPD RIJCOSX def2/J DEFGRID3
* xyz 0 1
C 2.516 -1.680 -0.362
C 3.054 -0.607 0.165
C 0.403 0.385 -1.175
C -1.388 1.517 -0.157
N 0.240 -0.790 -0.743
N 1.092 -1.757 -0.491
O -0.302 1.470 -1.129
I 4.888 0.274 -0.016
H 2.889 -2.798 -0.500
H -1.879 2.545 -0.478
H -0.882 1.548 0.788
H -2.069 0.702 -0.381
H 0.717 -2.622 -0.865
*
```

***

# 4
C4H5IN2O | wB97M-V/def2-TZVPD

Its expectation value of S² is 2.0143. Its HOMO energy (spin up / spin down) is -5.68 / -8.94 eV. The LUMO energy (spin up / spin down) comes out at 0.70 / -2.37 eV. The HOMO-LUMO gap (spin up / spin down) is 6.38 / 6.57 eV.

Geometry as ORCA input:
```
! wB97M-V def2-TZVPD RIJCOSX def2/J DEFGRID3
* xyz 0 3
C 0.073 0.776 1.270
C 0.158 2.189 -0.352
C 0.499 0.147 0.101
C 0.817 -1.279 -0.088
N 0.551 1.131 -0.925
N -0.818 -1.837 -0.854
O -0.149 2.044 0.925
I -2.496 -1.809 0.277
H -0.030 0.331 2.278
H 0.123 3.074 -0.956
H 1.329 -1.547 -0.896
H 0.769 -2.075 0.756
H -0.825 -1.146 -1.536
*
```

***

# 5
C4H5IN3O | wB97M-V/def2-TZVPD

Its HOMO energy (spin up / spin down) is -13.00 / -13.00 eV. The LUMO energy (spin up / spin down) comes out at -5.57 / -5.57 eV. The SMILES is Cc1[nH+]cc(N=O)n1I. The HOMO-LUMO gap (spin up / spin down) is 7.43 / 7.43 eV.

Geometry as ORCA input:
```
! wB97M-V def2-TZVPD RIJCOSX def2/J DEFGRID3
* xyz 1 1
C -0.772 -1.981 0.173
C -0.366 -0.560 0.108
N -1.207 0.452 -0.099
C -0.654 1.649 -0.077
C 0.923 1.303 -0.036
N 2.148 1.750 -0.082
O 2.508 2.903 0.025
N 0.876 -0.089 0.043
I 2.516 -1.411 0.042
H -0.763 -2.517 1.138
H -1.833 -2.035 -0.159
H -0.194 -2.374 -0.637
H -2.157 0.232 -0.072
H -1.024 2.679 -0.367
*
```

***

# 6
C4H5IO2 | wB97M-V/def2-TZVPD

Its HOMO energy is -8.46 eV. The LUMO energy comes out at -0.28 eV. The SMILES is O=C=CI.CC=O. The HOMO-LUMO gap is 8.18 eV.

Geometry as ORCA input:
```
! wB97M-V def2-TZVPD RIJCOSX def2/J DEFGRID3
* xyz 0 1
O 2.341 0.202 -0.943
C 2.057 1.002 -0.172
C 1.978 2.031 0.620
I 3.788 2.341 1.788
H 1.228 2.799 0.762
C -1.791 -1.797 -0.451
C -1.320 -0.387 -0.171
O -0.264 -0.070 0.356
H -0.996 -2.439 -0.510
H -2.315 -1.864 -1.456
H -2.553 -2.139 0.357
H -2.154 0.320 -0.179
*
```